Here is the molecule C15H20ClNO3 from the Open Molecules 2025 dataset. Energies are from ωB97M-V/def2-TZVPD.

Output
Structure (SMILES): CCOC(=O)[C@H]1CCCCN1Cc1cc(Cl)ccc1O
2S+1: 1
Kohn-Sham gap in eV: 8.99

Structure (XYZ):
```
40
C15H20ClNO3 (ωB97M-V/def2-TZVPD)
C 1.6045 1.8565 3.6663
C 0.5175 0.8248 3.4052
O 0.4494 0.4769 2.0191
C -0.2371 1.2973 1.2198
O -0.8076 2.2832 1.6084
C -0.2762 0.8447 -0.2460
C -0.0639 2.0737 -1.1411
C 1.3878 2.5346 -1.0528
C 2.3135 1.3800 -1.4217
C 2.0370 0.1749 -0.5247
N 0.6397 -0.2065 -0.6510
C 0.3051 -1.5336 -0.1481
C -1.0087 -2.0203 -0.7127
C -1.9017 -2.7082 0.0933
C -3.0781 -3.2121 -0.4339
Cl -4.1732 -4.0710 0.5962
C -3.3845 -3.0376 -1.7729
C -2.5067 -2.3421 -2.5798
C -1.3197 -1.8250 -2.0663
O -0.5016 -1.1461 -2.8984
H 1.3660 2.7848 3.1526
H 1.6692 2.0533 4.7325
H 2.5671 1.4916 3.3147
H 0.7301 -0.1138 3.9211
H -0.4569 1.2131 3.7175
H -1.2987 0.4701 -0.3968
H -0.7376 2.8656 -0.8146
H -0.3065 1.8069 -2.1707
H 1.5524 3.3790 -1.7235
H 1.6017 2.8678 -0.0346
H 3.3578 1.6776 -1.3168
H 2.1412 1.0984 -2.4627
H 2.6499 -0.6717 -0.8467
H 2.3089 0.4115 0.5138
H 1.0987 -2.2131 -0.4830
H 0.2752 -1.5767 0.9485
H -1.6740 -2.8585 1.1377
H -4.3010 -3.4363 -2.1773
H -2.7216 -2.1869 -3.6249
H 0.1829 -0.7067 -2.3455
```

Here is a cluster of 2 separate species, C4H11N2 in total from the Open Molecules 2025 dataset. Energies are from ωB97M-V/def2-TZVPD.

Output
Charge: +1
2S+1: 1
Kohn-Sham gap in eV: 5.04

Structure (XYZ):
```
17
C4H11N2 (ωB97M-V/def2-TZVPD)
C 2.1891 -2.1798 -0.2709
C 1.0903 -1.2210 -0.0034
C 0.1109 -0.9294 -0.9300
C -1.0995 -0.2710 -0.7931
N -1.8693 -0.2645 -1.9619
N -0.2415 3.8840 3.0594
H 2.2826 -2.9176 0.5271
H 3.1478 -1.7035 -0.4749
H 0.9529 -0.7206 0.9536
H 0.3154 3.2339 3.5727
H 0.2290 -1.3151 -1.9399
H -1.4769 0.1970 0.1084
H -2.0924 0.6546 -2.3236
H -2.7366 -0.7930 -1.8902
H -0.7882 3.5860 2.2753
H 1.9429 -2.7550 -1.1671
H -0.8379 4.4226 3.6619
```

Here is the molecule C3H6ClN3S from the Open Molecules 2025 dataset. Energies are from ωB97M-V/def2-TZVPD.

Output
Structure (SMILES): NC(N)=C(Cl)/C=N\S
2S+1: 1
Kohn-Sham gap in eV: 8.53

Structure (XYZ):
```
14
C3H6ClN3S (ωB97M-V/def2-TZVPD)
N 0.9033 -1.6678 -0.9683
C 0.3066 -0.6663 -0.1701
N -0.6954 -1.1929 0.6821
C 0.7852 0.6732 -0.1768
Cl 2.2469 1.2576 -0.9012
C 0.2273 1.6100 0.7342
N -1.0202 1.8786 0.8936
S -2.3162 1.7986 -0.1948
H 0.2621 -2.2384 -1.4110
H 1.9781 -1.7116 -1.3595
H -1.0551 -0.5862 1.3002
H -0.5559 -2.0128 1.2200
H 0.9996 1.9741 1.4824
H -2.0663 0.8840 -1.1308
```

Here is a cluster of 3 separate species, C6H14O in total from the Open Molecules 2025 dataset. Energies are from ωB97M-V/def2-TZVPD.

Output
2S+1: 1
Kohn-Sham gap (spin up / spin down) in eV: 9.67 / 10.61

Structure (XYZ):
```
21
C6H14O (ωB97M-V/def2-TZVPD)
C -3.2896 0.6256 0.3091
C -2.0864 1.1870 0.2087
C -0.8316 0.6251 0.8099
C 0.2680 0.3730 -0.2277
C 1.5356 -0.2096 0.3924
C 2.6166 -0.4871 -0.6361
O 3.7522 -0.9837 0.0463
H -3.1292 -5.7608 1.6109
H -4.1720 1.0723 -0.1407
H -3.4356 -0.3022 0.8598
H -1.0281 0.7204 -3.0492
H -1.9796 2.1263 -0.3374
H -0.4433 1.3273 1.5630
H -1.0622 -0.3082 1.3400
H 0.5043 1.3181 -0.7383
H -0.1244 -0.3041 -1.0039
H 1.9402 0.4832 1.1421
H 1.3064 -1.1450 0.9191
H 2.2444 -1.2161 -1.3749
H 2.8537 0.4410 -1.1823
H 4.4405 -1.1600 -0.6053
```

Here is a cluster of 3 separate species, C3H11N2O2 in total from the Open Molecules 2025 dataset. Energies are from ωB97M-V/def2-TZVPD.

Output
Charge: +1
2S+1: 1
Kohn-Sham gap in eV: 4.41

Structure (XYZ):
```
18
C3H11N2O2 (ωB97M-V/def2-TZVPD)
N -0.0108 2.1428 2.7201
C -0.2240 -1.0711 0.9873
C -0.1063 -2.5277 1.2539
C 0.0824 -0.3532 -0.1915
N 0.2047 -1.2137 -1.3430
O 0.1582 0.9115 -0.2763
H 0.5829 2.0510 1.8738
H 0.1283 3.0339 3.1717
H -1.0162 2.0807 2.5087
H -0.8329 -0.4650 1.6412
H -0.9273 -3.1568 0.8812
H 0.8530 -2.7885 0.7970
H -0.0108 -2.6763 2.3298
H 0.5446 -0.7242 -2.1888
H -0.7255 -1.6606 -1.5578
H -0.3599 2.0976 -3.4148
H 0.1468 1.5362 -2.0145
O 0.0602 1.3235 -2.9694
```

Here is a structure of composition C33H35F6MnN3O6S4 from the Open Molecules 2025 dataset. Energies are from ωB97M-V/def2-TZVPD.

Output
2S+1: 6
Kohn-Sham gap (spin up / spin down) in eV: 7.68 / 7.70
<S²>: 8.752

Structure (XYZ):
```
88
C33H35F6MnN3O6S4 (ωB97M-V/def2-TZVPD)
Mn -0.0146 1.2190 0.8313
F -1.0570 4.1276 3.9421
C -1.5930 3.1427 3.2256
F -2.5705 2.5998 3.9487
F -0.6246 2.2096 3.0762
S -2.1712 3.7330 1.5064
O -1.1190 3.2413 0.6506
O -2.3158 5.1389 1.6371
N -3.5396 2.9885 1.3132
S -3.3583 1.5523 0.6876
O -3.4538 1.5152 -0.7366
O -2.2781 0.8342 1.3074
C -4.9384 0.6754 1.2293
F -6.0131 1.4131 0.9614
F -4.9560 0.3852 2.5240
F -5.0564 -0.4627 0.5430
C -0.7414 -3.3441 -0.6384
C -1.5448 -2.0932 -0.2740
C -1.9851 -2.1990 1.1556
C -3.1564 -2.8656 1.4695
C -3.4978 -3.0967 2.7901
C -2.6687 -2.6429 3.7958
C -1.5123 -1.9219 3.5241
C -0.7560 -1.3817 4.7155
C -1.6035 -0.3717 5.4964
C -1.1566 -1.7074 2.1791
N -0.0189 -0.9711 1.8507
C 1.1296 -1.2935 2.3618
C 2.2224 -0.4083 2.2915
C 3.5663 -0.5628 2.6665
C 4.1744 0.6603 2.4403
C 3.1823 1.5132 1.9553
N 2.0107 0.8810 1.8532
H -0.3983 -3.3151 -1.6708
H -1.3588 -4.2324 -0.5151
H 0.1210 -3.4343 0.0211
H -2.4093 -1.9981 -0.9350
H -0.9155 -1.2037 -0.3800
H -3.8015 -3.2170 0.6764
H -4.3949 -3.6439 3.0347
H -2.9188 -2.8427 4.8286
H 0.1808 -0.9048 4.4206
H -0.5205 -2.2187 5.3817
H -1.8287 0.4934 4.8800
H -1.0721 -0.0392 6.3873
H -2.5447 -0.8172 5.8110
H 1.2608 -2.2517 2.8709
H 4.0226 -1.4567 3.0458
H 5.1993 0.9229 2.6119
H 3.2729 2.5603 1.7169
O 1.5885 2.3259 -0.4890
S 2.9514 2.5313 -1.0202
C 2.7815 2.8225 -2.8686
C 1.5193 2.1960 -3.4339
C 0.2696 2.9879 -3.0467
C -1.0197 2.3631 -3.5437
S -1.6257 0.9670 -2.4347
O -0.7021 0.9408 -1.2749
C -0.9786 -0.3660 -3.4998
C 0.1479 -1.0746 -3.1321
C 0.6048 -2.1086 -3.9307
C -0.0966 -2.4582 -5.0731
C -1.2557 -1.7769 -5.4134
C -1.6918 -0.7200 -4.6334
C 3.6722 0.8702 -1.2062
C 2.9262 -0.2473 -0.8831
C 3.5028 -1.5020 -0.9879
C 4.8121 -1.6318 -1.4198
C 5.5552 -0.5053 -1.7391
C 4.9884 0.7508 -1.6217
H 3.6752 2.3936 -3.3162
H 2.7889 3.9019 -3.0178
H 1.4414 1.1739 -3.0652
H 1.5973 2.1526 -4.5253
H 0.3548 3.9999 -3.4508
H 0.2179 3.0683 -1.9599
H -0.9311 1.9664 -4.5532
H -1.8284 3.0919 -3.5115
H 0.6539 -0.8077 -2.2179
H 1.5049 -2.6386 -3.6570
H 0.2514 -3.2661 -5.6971
H -1.8147 -2.0632 -6.2907
H -2.5806 -0.1672 -4.8966
H 1.9044 -0.1202 -0.5116
H 2.9301 -2.3782 -0.7268
H 5.2636 -2.6091 -1.4981
H 6.5754 -0.6065 -2.0757
H 5.5669 1.6352 -1.8427
```

One value per record, in order, for total energy: -36035.536, -7297.378, -31033.899, -8490.181, -10354.251, -142510.599 eV.